A structure of composition C27H28FN8O10PSTi. Source: OMol25; level of theory: ωB97M-V/def2-TZVPD.

Energy relative to the best compared isomer or geometry (same formula, charge and spin) ... 0.00 kJ/mol
Largest force on an atom ... 0.4 eV Å⁻¹
Net charge ... +2
Spin multiplicity ... 1
Energy ... -106794.547 eV
Kohn-Sham gap ... 6.75 eV
HOMO energy ... -13.717 eV

Last column: Löwdin charge in e.
CARTESIAN COORDINATES (ANGSTROEM)
Ti 0.124 -0.243 -0.484  1.0783
O -3.663 5.864 2.124  0.1309
N -3.381 5.446 1.028  -0.3371
O -3.507 6.039 -0.022  0.1068
C -2.879 4.055 0.954  -0.0489
C -3.372 3.191 1.863  0.0971
C -2.987 1.815 1.833  -0.1047
C -3.502 0.845 2.709  0.0539
C -3.080 -0.456 2.592  0.0115
C -2.123 -0.771 1.626  -0.0619
N -1.625 0.130 0.794  0.0368
C -2.054 1.406 0.883  -0.1335
C -1.534 2.330 -0.078  -0.1158
N -0.663 1.819 -0.984  0.0447
C -0.187 2.632 -1.914  -0.0728
C -0.529 3.984 -1.979  0.0152
C -1.394 4.514 -1.058  0.0621
C -1.945 3.668 -0.073  -0.0336
H -4.070 3.545 2.610  0.1472
H -4.228 1.128 3.462  0.1413
H -3.457 -1.232 3.241  0.1285
H -1.741 -1.780 1.536  0.1322
H 0.500 2.204 -2.629  0.1111
H -0.098 4.601 -2.754  0.1296
H -1.662 5.559 -1.092  0.1250
C -0.118 -5.077 -0.937  -0.0430
O -0.222 -3.637 -0.764  -0.3040
P 1.023 -2.678 -0.995  0.7230
O 1.424 -2.961 -2.508  -0.3055
C 2.770 -2.828 -3.031  -0.0434
O 2.275 -3.286 -0.237  -0.2717
C 2.315 -3.696 1.149  -0.0552
H 0.553 -5.315 -1.760  0.0954
H -1.118 -5.437 -1.156  0.0974
H 0.240 -5.527 -0.014  0.0923
H 3.457 -3.441 -2.455  0.0938
H 3.078 -1.784 -3.007  0.0756
H 2.729 -3.177 -4.057  0.1004
H 2.488 -4.769 1.171  0.1009
H 1.387 -3.450 1.660  0.0827
H 3.150 -3.184 1.619  0.0964
O -1.157 -0.923 -1.715  -0.6627
S -1.996 -0.773 -3.017  1.1296
C -0.785 -0.962 -4.361  -0.2737
C -1.235 -2.176 -5.171  -0.1960
C -1.745 -3.194 -4.155  -0.2017
C -2.702 -2.425 -3.251  -0.2709
H 0.159 -1.142 -3.844  0.0720
H -0.732 -0.029 -4.918  0.1044
H -0.402 -2.556 -5.762  0.1321
H -2.029 -1.899 -5.867  0.1276
H -0.916 -3.594 -3.570  0.0992
H -2.262 -4.025 -4.633  0.1333
H -2.850 -2.836 -2.253  0.1045
H -3.675 -2.260 -3.717  0.1098
F 4.164 3.310 5.651  0.1375
C 3.136 2.735 5.053  -0.1827
C 3.302 1.748 4.174  0.0773
N 2.203 1.160 3.549  0.0242
C 2.378 0.022 2.665  -0.0040
C 1.331 0.011 1.585  -0.5262
O 0.688 -1.058 1.294  -0.1204
O 1.222 0.946 0.728  -0.0441
C 0.920 1.559 3.800  -0.4328
O -0.027 1.020 3.227  0.0872
N 0.782 2.578 4.687  0.2373
C 1.805 3.248 5.395  -0.3650
O 1.553 4.131 6.162  0.1629
H 4.278 1.374 3.898  0.1544
H 2.351 -0.929 3.199  0.1548
H 3.337 0.137 2.150  0.1019
H -0.160 2.886 4.888  0.1762
N 1.443 0.157 -1.919  0.0240
C 2.512 0.641 -1.675  -0.2909
N 3.614 1.158 -1.475  0.1687
C 4.281 1.022 -0.333  -0.2930
N 4.839 0.894 0.667  0.1666